Version i
A cluster of 2 separate species, C4H12O2 in total, computed with wB97M-V/def2-TZVPD.

Element x y z (Å)
C -2.075 1.462 -2.141
C -1.083 0.990 -0.959
O -0.362 -0.111 -1.450
H -1.739 2.347 -2.613
H -2.099 0.754 -3.076
H -3.150 1.351 -1.726
H -1.783 0.553 -0.092
H -0.467 1.795 -0.564
H 0.303 0.256 -2.160
C 2.210 -1.351 1.168
C 1.137 -0.832 2.148
O 0.091 -0.217 1.469
H 2.674 -0.561 0.503
H 2.959 -1.745 1.847
H 1.954 -1.993 0.303
H 1.523 0.027 2.843
H 0.572 -1.693 2.765
H 0.292 -0.076 0.519

Results
* SMILES: CCO.CCO
* HOMO-LUMO gap: 10.3480 eV
* E_LUMO: 0.027 Ha


Version ii
A cluster of 2 separate species, C4H12O2 in total, computed with wB97M-V/def2-TZVPD.

Element x y z (Å)
C -0.291 0.949 1.932
C -0.679 1.197 0.507
C -0.290 -0.017 -0.281
C -1.463 -0.474 -1.108
O -1.349 -1.840 -1.435
H -1.066 0.543 2.686
H 0.004 1.963 2.493
H 0.565 0.350 2.013
H -1.766 1.378 0.413
H -0.131 2.121 0.073
H 0.635 0.139 -0.765
H -0.119 -0.863 0.484
H -1.438 0.196 -1.909
H -2.258 -0.464 -0.463
H -0.543 -1.854 -2.142
O 3.237 -0.827 -1.063
H 4.047 -1.469 -1.214
H 2.904 -1.030 -0.221

Results
* SMILES: CCCCO.O
* HOMO-LUMO gap: 10.5234 eV
* E_LUMO: 0.025 Ha


If we sort the structures by their calculated energies, the order from most to least stable is version ii, version i.


Version i
A cluster of 3 separate species, C4H12O2 in total, computed with wB97M-V/def2-TZVPD.

Element x y z (Å)
C 3.525 1.144 0.524
C 2.040 1.356 0.575
C 1.138 0.478 0.984
C -0.333 0.907 0.865
H 3.805 0.103 0.488
H 4.016 1.744 -0.229
H 3.908 1.572 1.469
H 1.707 2.376 0.392
H 1.268 -0.587 1.139
H -0.451 1.394 -0.097
H -1.102 0.132 0.891
H -0.598 1.547 1.713
O 0.046 -6.461 -0.476
H 0.697 -6.992 -0.950
H -0.485 -7.050 0.084
O -5.227 3.512 -1.947
H -4.739 2.684 -1.834
H -5.200 3.906 -1.098

Results
* SMILES: C/C=C/C.O.O
* HOMO-LUMO gap: 9.8971 eV
* E_LUMO: 0.029 Ha


Version ii
A cluster of 2 separate species, C4H12O2 in total, computed with wB97M-V/def2-TZVPD.

Element x y z (Å)
C -1.620 -1.863 -1.471
C -0.572 -1.275 -0.553
C -0.578 0.256 -0.537
C 0.745 0.822 0.009
O -1.682 0.676 0.270
H -1.725 -1.240 -2.355
H -2.627 -1.824 -1.036
H -1.486 -2.910 -1.744
H -0.642 -1.545 0.510
H 0.443 -1.603 -0.772
H -0.720 0.600 -1.568
H 1.384 0.066 0.456
H 1.364 1.279 -0.765
H 0.552 1.522 0.818
H -1.714 1.638 0.207
O 3.230 1.049 1.960
H 3.319 1.763 1.322
H 2.391 1.163 2.426

Results
* SMILES: CC[C@H](C)O.O
* HOMO-LUMO gap: 11.1044 eV
* E_LUMO: 0.028 Ha


Version iii
A cluster of 2 separate species, C4H12O2 in total, computed with wB97M-V/def2-TZVPD.

Element x y z (Å)
C -1.026 1.017 -0.656
C -0.925 0.236 0.664
C -0.946 -1.281 0.473
C -0.367 -2.032 1.648
O -2.278 -1.726 0.243
H -0.816 2.063 -0.464
H -0.295 0.753 -1.415
H -2.005 0.956 -1.118
H -1.784 0.534 1.269
H 0.015 0.516 1.128
H -0.291 -1.509 -0.374
H 0.631 -1.683 1.903
H -0.309 -3.095 1.411
H -0.981 -1.969 2.549
H -2.342 -2.016 -0.670
O 4.825 3.024 -2.498
H 4.312 2.359 -2.029
H 4.583 3.851 -2.064

Results
* SMILES: CC[C@@H](C)O.O
* HOMO-LUMO gap: 10.8630 eV
* E_LUMO: 0.022 Ha


Version iv
A cluster of 3 separate species, C4H12O2 in total, computed with wB97M-V/def2-TZVPD.

Element x y z (Å)
C 0.189 1.250 -0.608
C 0.072 1.352 0.700
C 0.947 0.485 1.585
C 0.441 -1.019 1.779
H -0.129 1.854 -1.455
H 0.586 0.421 -1.151
H -0.502 2.152 1.174
H 1.977 0.418 1.254
H 0.979 0.928 2.594
H 1.219 -1.605 2.290
H -0.439 -1.021 2.428
H 0.174 -1.433 0.813
O -1.997 0.172 -1.572
H -2.585 -0.575 -1.714
H -2.016 0.378 -0.634
O 0.496 -1.629 -2.554
H -0.188 -1.326 -1.944
H 0.776 -0.805 -2.983

Results
* SMILES: C=CCC.O.O
* HOMO-LUMO gap: 10.3155 eV
* E_LUMO: 0.026 Ha


If we sort the structures by their calculated energies, the order from most to least stable is version iii, version ii, version i, version iv.


Version i
A cluster of 2 separate species, C5H14N2O in total, computed with wB97M-V/def2-TZVPD.

Element x y z (Å)
N -0.277 1.817 -2.088
C -0.363 1.019 -0.919
C -1.502 0.670 -0.298
C -1.815 -0.405 0.693
C -1.312 -1.839 0.423
C 0.239 -1.884 0.476
N 0.955 -1.208 1.529
H -0.665 2.759 -2.016
H 0.690 1.994 -2.331
H 0.451 0.292 -0.968
H -2.231 1.470 -0.448
H -2.867 -0.307 0.968
H -1.352 -0.147 1.661
H -1.696 -2.453 1.222
H -1.687 -2.109 -0.551
H 0.536 -1.553 -0.521
H 0.553 -2.923 0.517
H 0.683 -0.230 1.620
H 0.788 -1.639 2.435
O 3.143 1.582 -0.119
H 3.233 0.623 -0.209
H 2.284 1.641 0.318

Results
* SMILES: N/C=C/CCCN.O
* HOMO-LUMO gap: 9.1209 eV
* E_LUMO: 0.030 Ha


Version ii
A cluster of 2 separate species, C5H14N2O in total, computed with wB97M-V/def2-TZVPD.

Element x y z (Å)
C 2.144 -0.752 0.899
C 1.211 -0.271 0.091
C 0.202 0.740 0.670
C -1.072 0.767 -0.213
N -2.163 -0.179 0.044
C -1.945 -1.525 -0.337
N -1.243 -2.552 0.530
H 3.049 -1.149 0.476
H 2.227 -0.674 1.985
H 1.161 -0.373 -0.989
H 0.678 1.713 0.794
H -0.155 0.363 1.644
H -0.888 0.445 -1.277
H -1.398 1.795 -0.418
H -2.460 -0.144 1.022
H -1.395 -1.584 -1.316
H -2.914 -2.032 -0.488
H -1.434 -2.271 1.481
H -0.232 -2.485 0.377
O 2.426 3.293 -1.433
H 1.858 2.690 -1.912
H 3.061 2.840 -0.858

Results
* SMILES: C=CCCNCN.O
* HOMO-LUMO gap: 9.6996 eV
* E_LUMO: 0.028 Ha


If we sort the structures by their calculated energies, the order from most to least stable is version i, version ii.


Version i
A structure of composition C5H14N2O, computed with wB97M-V/def2-TZVPD.

Element x y z (Å)
C 0.037 0.960 1.043
C 1.658 -0.986 -1.038
C 1.289 0.626 1.846
C 0.190 -0.962 -0.699
N -1.202 0.460 1.627
O -0.408 -1.830 -0.103
H -0.050 2.056 0.977
H -1.264 0.665 2.621
H -1.240 -0.550 1.505
H 2.200 -1.523 -0.265
H 1.781 -1.492 -2.000
H 2.077 0.016 -1.119
H 1.215 0.993 2.876
H 1.413 -0.457 1.923
H 2.188 1.059 1.402
C -1.990 -0.064 -1.606
N -0.538 0.084 -1.483
H -0.083 0.334 -2.356
H -0.187 0.874 -0.317
H -2.419 0.899 -1.887
H -2.409 -0.312 -0.633
H -2.255 -0.848 -2.314

Results
* HOMO-LUMO gap: 8.6860 eV
* E_LUMO: 0.028 Ha


Version ii
A cluster of 2 separate species, C5H14N2O in total, computed with wB97M-V/def2-TZVPD.

Element x y z (Å)
H 1.445 2.427 -1.214
N 1.897 1.678 -1.736
C 1.583 0.515 -1.348
N 0.586 0.237 -0.416
C 0.833 -0.960 0.435
C 0.031 -0.961 1.704
C -1.489 -0.995 1.489
C -2.112 -2.405 1.763
H 1.938 -0.357 -1.869
H 0.316 1.057 0.111
H 1.898 -1.116 0.603
H 0.493 -1.732 -0.232
H 0.356 -1.669 2.461
H 0.203 -0.010 2.209
H -1.976 -0.337 2.210
H -1.810 -0.737 0.480
H -2.020 -3.032 0.899
H -1.499 -2.866 2.540
H -3.158 -2.274 2.030
O 0.756 4.830 -4.261
H 0.905 4.801 -3.309
H 0.824 3.907 -4.548

Results
* SMILES: [H]/N=C\NCCCC.O
* HOMO-LUMO gap: 10.1787 eV
* E_LUMO: 0.032 Ha


Version iii
A structure of composition C5H14N2O, computed with wB97M-V/def2-TZVPD.

Element x y z (Å)
C -1.646 0.720 0.802
C -1.333 1.995 0.071
O -0.146 0.266 1.755
H 0.386 -0.194 2.427
H -2.105 0.916 1.763
H -2.324 0.046 0.279
H -0.441 2.462 0.491
H -2.132 2.730 0.201
H -1.201 1.818 -0.998
C 2.082 -0.999 0.025
C 0.911 -0.386 -0.686
N 1.251 0.575 -1.610
N -0.758 -2.058 0.061
C -0.354 -0.927 -0.701
H 0.495 1.073 -2.053
H 2.057 1.143 -1.400
H -0.229 -2.156 0.920
H -0.681 -2.932 -0.447
H -1.031 -0.628 -1.493
H 1.811 -1.859 0.628
H 2.820 -1.334 -0.709
H 2.570 -0.269 0.672

Results
* HOMO-LUMO gap: 7.5525 eV
* E_LUMO: 0.025 Ha


If we sort the structures by their calculated energies, the order from most to least stable is version ii, version i, version iii.